DFT (the ωB97M-V functional and the def2-TZVPD basis) results for a structure of composition C29H40F3HgNO2.

Element x y z (Å)
C: 3.0157 -1.4376 2.6081
H: 4.5565 -2.1865 3.9142
H: -4.0664 3.2765 2.7247
C: -2.6393 1.0812 3.4863
C: 3.1640 -3.7218 -1.9677
C: 3.7799 -3.0015 -3.1787
H: 3.0303 -2.4138 -3.7029
H: 5.0405 -2.1481 2.2146
H: 3.8134 -3.1791 0.6112
C: -3.2836 3.4423 -2.0583
H: -2.9441 4.7195 -3.7740
C: -4.2415 2.5093 -2.8179
H: 1.5695 -2.8067 3.4802
F: -2.4234 -3.3002 -4.0994
H: -2.7236 4.4273 2.6439
H: 3.9387 -3.4063 2.7958
H: 2.6338 0.7129 2.7293
H: 1.0687 -0.0579 1.4219
H: -3.5208 5.2015 -0.7783
C: -1.1186 1.0708 0.8655
H: -4.8813 1.9685 -2.1159
C: -1.9378 2.0908 1.2947
H: 3.8832 0.1341 3.8360
C: -1.6386 1.5663 -1.4961
H: -0.2907 3.5495 2.8906
H: 4.5833 -2.3349 -2.8530
H: -0.8303 2.9390 4.4677
H: 1.0410 -1.1244 3.4813
C: -0.9303 0.7773 -0.5008
H: -3.2469 3.6539 0.6492
C: -3.0608 3.4908 3.0937
H: -3.6882 1.7804 -3.4068
C: 2.9957 -2.5537 0.2837
H: -3.6067 0.8005 3.0641
H: -1.9642 0.2330 3.3617
H: 1.6822 -5.2650 -1.5880
Hg: -0.9786 -0.9475 -3.0368
H: 2.2678 -1.6592 4.6414
H: 5.1032 -3.8797 -0.9656
H: -0.0330 1.8570 3.3165
O: -1.5096 1.3146 -2.7486
C: -2.6142 -1.9649 -3.9165
C: 2.1020 -4.7265 -2.4421
H: -4.6221 5.1208 -2.1563
H: -2.7660 1.2557 4.5595
H: -0.6614 0.4378 1.6061
C: -2.4815 2.6261 -1.0388
C: 1.4582 -1.8828 -1.4678
H: 3.9210 -5.0939 -0.4412
N: -0.1736 -0.2295 -1.0172
H: -1.6908 4.8446 -2.5274
H: -1.7369 3.4292 -3.5902
H: 2.5571 -5.4590 -3.1169
H: -3.1232 3.6427 4.1744
H: -4.9086 4.0981 -0.7456
C: 2.5343 -2.7038 -1.0115
H: 4.6911 -5.2316 -2.0245
C: 1.4373 -0.8189 0.7577
C: 2.4814 -1.6063 1.1829
C: 1.9068 -1.7765 3.6147
C: 4.2074 -2.3520 2.8917
C: -2.5983 2.8556 0.3194
H: -4.8817 3.0918 -3.4892
C: -0.7304 2.6928 3.4057
O: 1.0471 -1.9599 -2.6843
C: 0.8618 -0.9474 -0.5259
H: 4.2040 -3.7344 -3.8732
C: -2.0970 2.3416 2.7973
C: 4.2841 -4.5220 -1.2994
C: -4.1301 4.5252 -1.3835
H: 4.2290 0.2957 2.1031
C: 3.4656 0.0139 2.8315
C: -2.3501 4.1481 -3.0533
H: 1.2921 -4.2222 -2.9643
F: -3.7206 -1.8690 -3.1271
F: -3.0030 -1.4920 -5.1354

Forces on atoms 1 to 6 (eV/Å):
C -0.001 0.022 -0.041
H 0.001 -0.012 -0.012
H 0.020 0.006 -0.005
C -0.023 -0.011 0.015
C -0.021 0.036 -0.002
C -0.010 -0.002 -0.001

Calculated values
max |F|: 0.57 eV/Å
E_tot: -48637.2964 eV
HOMO energy (alpha / beta): -3.591 / -4.123 eV
2S+1: 2
total charge: -1
E_LUMO (alpha / beta): 2.57 / 1.63 eV

Computed Löwdin charges, given in elementary charges: C -0.56; H 0.08; H 0.09; C -0.05; C -0.54; C -0.05; H 0.07; H 0.09; H 0.08; C -0.54; H 0.08; C -0.05; H 0.09; F 0.01; H 0.08; H 0.08; H 0.07; H 0.08; H 0.08; C 0.01; H 0.09; C -0.19; H 0.08; C -0.32; H 0.09; H 0.08; H 0.08; H 0.07; C -0.19; H 0.08; C -0.08; H 0.07; C 0.01; H 0.09; H 0.07; H 0.09; Hg 1.29; H 0.08; H 0.08; H 0.07; O -0.19; C -0.68; C -0.05; H 0.08; H 0.08; H 0.08; C -0.10; C -0.31; H 0.08; N 0.02; H 0.08; H 0.07; H 0.08; H 0.08; H 0.08; C -0.10; H 0.08; C 0.02; C -0.18; C -0.05; C -0.08; C 0.01; H 0.08; C -0.05; O -0.21; C -0.19; H 0.08; C -0.56; C -0.08; C -0.08; H 0.09; C -0.05; C -0.05; H 0.07; F 0.01; F 0.01

DFT (the ωB97M-V functional and the def2-TZVPD basis) results for a structure of composition C29H40IrN5O3S2 at a distorted geometry.

Element x y z (Å)
H: 5.2782 1.7950 0.0378
H: -1.6474 -4.5732 5.9846
H: -3.4065 -0.9970 4.4896
H: 0.3249 2.9943 4.8810
H: -2.7764 0.8576 -4.0632
O: -0.7071 2.6011 -9.3494
C: -0.8583 0.1918 -6.7429
N: 0.6188 0.3461 3.9772
H: -0.7873 3.8988 -10.8970
H: 0.6997 -4.1179 5.8588
H: 1.3176 0.5235 3.2738
H: -3.4506 -3.1771 5.4300
H: 3.8180 1.0571 -0.6716
H: -3.3413 2.0131 -9.1465
C: 0.8187 0.9482 5.3077
H: 0.0035 -2.7707 6.7436
C: -0.0236 2.1983 5.5441
H: 5.2654 -1.7881 1.7213
H: 0.6748 1.2925 -7.7400
H: -0.3982 4.7468 6.6285
C: 5.5376 -0.2902 -0.6968
H: -1.8097 3.7630 7.0193
H: 3.8067 -1.5717 -0.9685
H: 0.6210 0.1841 6.0656
N: -2.8140 -0.9791 -5.8642
C: 4.7331 0.8647 -0.1050
H: 0.4823 -2.5795 5.0507
C: -1.3702 -3.7275 5.3549
C: 0.2493 -1.7658 -1.7375
C: -1.3410 -0.4650 -3.1160
H: -1.0104 -3.6750 -4.2298
C: -3.1388 0.6041 -7.5702
H: -0.6815 4.2308 8.2873
H: 5.6965 -0.1328 -1.7622
S: 4.1539 0.2704 1.5073
C: -0.8257 -2.7982 -3.6230
H: 0.5795 -3.7847 -2.3062
C: -2.0627 0.7392 -3.2584
C: -1.4990 3.3161 -10.3248
S: -0.5582 -1.1421 2.0431
H: -1.0686 2.0077 5.2759
H: 5.2877 -2.4593 -0.6162
Ir: 0.9305 -0.1209 0.5335
H: -4.1933 0.3638 -7.5291
H: 6.5208 -0.3450 -0.2255
H: 1.8802 1.1776 5.3824
H: 1.1063 2.8332 7.2611
H: -1.3510 -4.1127 4.3303
C: 0.0277 -3.2655 5.7697
O: 1.0441 -1.7867 -0.6707
H: -0.8366 2.3571 -0.5571
H: -1.2558 -0.2544 5.4362
C: -0.4751 -0.5705 -2.0191
C: -0.7541 3.9214 7.2466
N: -1.3543 -0.6855 4.5251
C: -0.9907 1.5756 -1.2891
C: -1.4820 -1.6244 -3.9455
H: -2.4238 2.6839 -2.4383
N: -2.3846 -1.6834 -4.9948
H: -2.4917 -2.0515 3.4150
C: -1.2760 1.7700 -8.5181
C: -0.3825 1.0898 -7.6418
C: -0.4148 -0.4127 3.6508
C: 0.0593 -2.8660 -2.5411
H: -0.1793 -0.3586 -6.1041
C: 4.7326 -1.5509 -0.3891
H: -0.2914 1.8549 7.6527
C: -1.8794 1.7543 -2.3559
C: -2.2570 -0.0491 -6.6812
H: -2.4371 -2.2073 6.4697
C: -2.5047 -1.6037 4.4065
H: -2.0141 2.6143 -10.9785
C: -2.6635 1.5163 -8.4699
C: 4.4211 -1.4781 1.1033
O: 2.5935 0.4847 1.5007
N: -0.3203 0.4477 -1.1233
C: 0.0598 2.6580 6.9970
H: -2.2057 3.9722 -9.8193
C: -2.4797 -2.6814 5.4831
H: 3.5316 -2.0159 1.4345

Forces on atoms 1 to 6 (eV/Å):
H 0.015 -0.016 0.006
H -0.009 -0.012 0.013
H -0.026 -0.011 0.002
H -0.019 -0.004 -0.020
H -0.027 0.028 0.015
O -0.362 -0.678 0.628

Calculated values
max |F|: 4.02 eV/Å
E_tot: -68794.9419 eV
HOMO energy (alpha / beta): -14.933 / -15.272 eV
2S+1: 6
total charge: +3
energy above the lowest of the compared OMol25 structures with the same formula, charge and spin: 89.28 kJ/mol
E_LUMO (alpha / beta): -9.29 / -11.94 eV

Computed Löwdin charges, given in elementary charges: H 0.10; H 0.11; H 0.13; H 0.12; H 0.12; O 0.06; C 0.05; N 0.03; H 0.12; H 0.08; H 0.07; H 0.12; H 0.09; H 0.14; C -0.16; H 0.08; C -0.21; H 0.11; H 0.15; H 0.08; C -0.21; H 0.08; H 0.10; H 0.12; N 0.14; C -0.29; H 0.05; C -0.24; C -0.30; C -0.07; H 0.14; C 0.07; H 0.08; H 0.13; S 1.09; C 0.04; H 0.15; C 0.04; C 0.04; S 0.66; H 0.11; H 0.13; Ir 1.09; H 0.15; H 0.13; H 0.14; H 0.12; H 0.11; C -0.10; O -0.20; H 0.13; H 0.14; C -0.14; C -0.10; N 0.05; C -0.06; C -0.17; H 0.13; N 0.20; H 0.07; C -0.21; C 0.09; C -0.71; C 0.06; H 0.13; C -0.21; H 0.11; C 0.01; C -0.19; H 0.12; C -0.17; H 0.12; C 0.07; C -0.29; O -0.78; N -0.06; C -0.26; H 0.12; C -0.19; H 0.10

DFT (the ωB97M-V functional and the def2-TZVPD basis) results for a structure of composition C29H40MnN9S2.

Element x y z (Å)
H: 2.6279 -4.5784 2.1461
H: 2.6545 3.3719 -2.7549
H: -0.9554 -2.0881 -5.2483
C: -2.4235 -2.0140 -0.1499
C: -2.7975 -0.3198 -1.8260
C: 5.5004 1.0609 2.3251
C: -1.0441 3.7754 1.4085
H: 1.5645 -3.4515 3.0184
H: -2.4299 0.3032 2.7689
C: -0.3259 -0.1884 -2.5087
H: -2.9049 -0.5839 -2.8659
H: -5.2310 0.0178 0.0416
C: 2.1170 2.6971 -2.0878
C: -0.2757 -4.8916 1.7920
H: 2.6441 3.7434 0.6157
H: -2.1300 3.8913 1.4777
C: -4.1633 0.0881 -0.1578
H: -2.2916 -3.2368 2.5846
C: 2.2934 -3.5405 2.2197
C: 0.4357 -2.7303 0.8465
H: -2.1187 -2.1759 -3.9246
N: 1.7372 -3.0621 0.9602
H: -4.1978 1.4595 -2.0588
C: -3.3719 1.0423 0.8239
H: -1.7219 5.6057 -0.4865
H: -0.8643 -2.8466 3.5634
C: 4.1889 0.8981 4.4111
H: 3.1501 -2.9168 2.4795
C: 0.5244 -2.4325 -3.1238
H: 0.0265 -3.0775 -2.3838
H: 2.8316 2.0139 -1.6279
S: 3.1193 0.4454 0.5109
C: -1.2981 -2.7834 2.5591
C: 3.1249 0.5398 2.2499
N: 0.0883 -1.7168 0.0712
H: 0.4167 -5.2880 1.0522
C: -1.2519 1.0387 -0.3636
H: -1.7881 -0.6244 -4.7290
H: 1.4015 2.1179 -2.6627
C: -0.6723 5.3023 -0.4720
H: 1.7640 5.2081 0.1266
C: 2.7196 -2.8248 -0.0888
C: -2.2619 0.5842 1.7325
C: 4.2415 0.8248 2.9772
C: -1.3332 -1.5517 -4.3747
N: 0.0053 1.7443 -0.6602
H: -4.3144 -1.8364 -1.2145
N: 6.5042 1.2499 1.7928
N: -0.4469 -3.4648 1.5995
H: 0.6773 -0.0499 -2.1105
H: -0.5634 0.7366 -3.0472
H: -2.6271 -2.8245 0.5327
H: -0.1335 6.0221 0.1520
C: -3.5788 0.9148 -1.3503
H: 3.5730 -2.2870 0.3192
H: -0.7853 2.7915 1.7827
H: 3.0612 -3.7800 -0.4992
H: 0.7065 -3.0312 -4.0195
H: 0.0920 -5.1441 2.7913
Mn: 0.8173 0.2850 0.7744
S: 1.5608 0.2792 2.9730
C: -1.3382 -0.2715 -1.3357
C: -1.0953 0.6097 1.1115
N: -0.5831 3.9452 0.0372
N: -0.2235 -1.2564 -3.4972
H: 2.2836 -2.2263 -0.8706
H: -0.5735 4.5296 2.0492
H: -4.0826 1.6954 1.3336
C: 0.2551 3.0139 -0.5460
C: -2.6570 1.6941 -0.3976
H: -1.2399 -5.3847 1.6552
C: -1.2171 -1.5085 -0.4444
N: 4.1391 0.9462 5.5609
H: -1.4006 -1.7389 2.2824
H: 3.1322 4.6395 -0.8222
H: -0.2805 5.3507 -1.4837
N: 1.4090 3.5022 -1.0968
C: 2.2734 4.3189 -0.2365
H: 1.4926 -2.1338 -2.7263
C: -3.5173 -1.2169 -0.8013
H: -2.6436 2.7798 -0.4556

Forces on atoms 1 to 6 (eV/Å):
H 0.000 -0.005 -0.002
H 0.017 0.007 0.012
H 0.015 0.002 -0.009
C -0.095 0.048 0.094
C -0.052 0.064 0.174
C -0.182 -0.044 0.129

Calculated values
max |F|: 0.60 eV/Å
E_tot: -97120.0358 eV
HOMO energy (alpha / beta): -7.817 / -8.017 eV
2S+1: 5
energy above the lowest of the compared OMol25 structures with the same formula, charge and spin: 0.00 kJ/mol
E_LUMO (alpha / beta): -0.72 / 0.19 eV

Computed Löwdin charges, given in elementary charges: H 0.10; H 0.09; H 0.08; C 0.03; C -0.14; C -0.25; C -0.03; H 0.08; H 0.11; C -0.13; H 0.11; H 0.13; C -0.06; C -0.05; H 0.09; H 0.09; C -0.08; H 0.09; C -0.04; C -0.36; H 0.08; N -0.12; H 0.14; C -0.16; H 0.09; H 0.10; C -0.25; H 0.10; C -0.10; H 0.08; H 0.03; S 0.63; C -0.05; C -1.08; N 0.10; H 0.10; C -0.30; H 0.09; H 0.07; C -0.06; H 0.07; C -0.06; C -0.06; C -0.38; C -0.11; N 0.08; H 0.14; N 0.15; N -0.15; H 0.09; H 0.13; H 0.09; H 0.08; C -0.12; H 0.06; H 0.07; H 0.10; H 0.08; H 0.09; Mn 0.49; S 0.65; C -0.20; C -0.21; N -0.15; N -0.24; H 0.04; H 0.10; H 0.14; C -0.36; C -0.11; H 0.09; C -0.22; N 0.15; H 0.06; H 0.09; H 0.10; N -0.14; C -0.02; H 0.07; C -0.15; H 0.13

- The highest 2S+1 belongs to which entry?
  C29H40IrN5O3S2

- Number 2 is which compound?
  C29H40IrN5O3S2